# 1
Below is the ion C22H36BBrNO6 with charge +1 at a distorted geometry, with properties calculated with ωB97M-V/def2-TZVPD.

**Orbital gap**: 7.722 eV
**Highest occupied orbital energy**: -12.44 eV
**Electronic energy**: -107882.22472 eV
**Net charge**: +1
**LUMO energy**: -4.7 eV

Each line ends with the Mulliken charge.
Element x y z (Å)
C 2.78654 1.11145 3.60375  -1.208
C 1.59425 1.68880 2.70552  -0.238
C 0.41604 0.61321 2.60004  -0.971
C 0.19074 0.18745 1.09725  1.652
C 1.41976 -0.58244 0.44043  -1.056
C -1.16302 -0.58199 0.84912  -0.112
C -1.97333 -0.33585 -0.37915  0.498
C -1.51384 0.65646 -1.50554  0.079
O -2.29820 1.39325 -2.02800  -0.477
O -0.15911 0.62893 -1.78992  0.045
O 0.08875 0.76883 -3.13611  -0.376
C 0.47917 2.11608 -3.47470  -1.079
C 1.41382 2.84215 -2.42209  1.597
C 0.56587 4.07923 -1.84781  -1.498
C 2.70384 3.39198 -3.21089  -1.263
C 3.86034 2.32796 -3.07182  0.978
C 5.33043 2.97411 -3.16211  -1.209
C 3.73727 1.18630 -4.19024  -1.389
C -3.24714 -1.03516 -0.55772  -1.135
C -3.69635 -2.00020 0.45978  0.783
C -5.04754 -2.72942 0.17026  -1.161
C -4.72205 -3.97235 -0.73984  0.486
O -4.46571 -5.01847 -0.23991  -0.396
Br -4.71675 -3.73045 -2.70735  -0.107
N -2.91014 -2.24344 1.57962  0.062
B -3.36024 -3.28200 2.62429  0.356
O -4.53207 -2.97148 3.31897  -0.536
C -2.51554 -4.61337 2.93234  -0.260
C -2.22539 -4.67847 4.51456  -1.020
C -1.70531 -1.57584 1.79600  -0.319
O -1.04282 -1.93801 2.95345  -0.527
H 2.84540 -0.00884 3.58811  0.330
H 2.66483 1.42301 4.67041  0.326
H 3.75628 1.47399 3.15331  0.329
H 1.24082 2.62879 3.21143  0.386
H 2.03601 1.91227 1.69684  0.056
H -0.54710 1.01933 3.01417  0.365
H 0.77950 -0.28398 3.17936  0.233
H 0.08110 1.15400 0.51672  0.171
H 2.26005 -0.60278 1.17871  0.431
H 1.06274 -1.60550 0.14296  0.328
H 1.79772 -0.06302 -0.48253  -0.012
H -0.41229 2.75740 -3.74537  0.289
H 1.07044 2.03166 -4.43305  0.526
H 1.81882 2.18497 -1.61389  -0.377
H 0.68541 4.91055 -2.59302  0.446
H -0.52851 3.79669 -1.89149  0.330
H 0.86186 4.36242 -0.80776  0.279
H 3.02680 4.30028 -2.61790  0.410
H 2.47437 3.65634 -4.27436  0.356
H 3.84994 1.76997 -2.09144  -0.021
H 5.32540 4.08593 -3.03503  0.344
H 5.77067 2.62466 -4.13018  0.299
H 5.94971 2.54580 -2.31966  0.298
H 3.40304 1.61195 -5.17035  0.295
H 3.01125 0.42115 -3.79595  0.198
H 4.72322 0.65866 -4.30137  0.478
H -3.88398 -0.83741 -1.45860  0.520
H -5.65618 -2.96413 1.07670  0.471
H -5.67419 -2.02251 -0.44939  0.469
H -4.72826 -2.02970 3.13107  0.359
H -3.08598 -5.51512 2.58644  0.438
H -1.51076 -4.60707 2.42826  0.248
H -2.70414 -5.58436 4.98080  0.299
H -2.65272 -3.79442 5.06159  0.265
H -1.12363 -4.74814 4.72379  0.284
H -1.27993 -1.34009 3.68851  0.356



# 2
Below is a cluster of 2 separate species, C22H36BrClNOP2 in total at a distorted geometry, with properties calculated with ωB97M-V/def2-TZVPD.

**Orbital gap**: 3.833 eV
**Highest occupied orbital energy**: -9.12 eV
**Electronic energy**: -128069.40734 eV
**Net charge**: +1
**LUMO energy**: -5.3 eV

Each line ends with the Mulliken charge.
Element x y z (Å)
O 2.21111 6.12668 -3.52631  -0.449
P 2.27872 4.53310 -2.95743  0.398
Cl 2.93778 4.68389 -0.95944  -0.214
P 0.18515 3.82098 -2.94615  0.481
Br -0.09745 2.52886 -4.77774  -0.046
C -0.25191 2.72021 -1.49387  -0.692
C -1.81546 2.97273 -1.15537  -0.674
C -2.02338 2.91817 0.41585  -0.756
C -2.84732 1.59071 0.79198  -0.523
C -2.06450 0.83497 1.96602  -0.688
C -2.95386 -0.33865 2.55125  -0.721
C -2.34400 -1.01525 3.84159  -0.781
C -1.81617 -2.51267 3.59554  -0.148
C -2.08315 -3.30841 4.93643  -0.921
C -1.09271 -4.49848 5.20562  -0.797
C -1.21334 -5.70537 4.17912  -0.470
C -0.01244 -5.62331 3.14612  -0.930
N 1.02119 -6.65479 3.33572  0.306
C 1.07122 -7.89543 2.69396  -0.221
C 2.26330 -8.65049 3.08841  -0.564
C 2.93933 -7.73269 4.05557  -0.501
C 2.14132 -6.52408 4.17837  -0.295
H 2.69029 6.71397 -2.90621  0.331
H -0.68935 4.94341 -3.05935  0.214
H 0.38103 2.96515 -0.60419  0.429
H -0.14902 1.64061 -1.80648  0.344
H -2.06396 3.98717 -1.57920  0.534
H -2.39537 2.17238 -1.68636  0.336
H -1.04078 2.83249 0.96291  0.356
H -2.53382 3.83306 0.82444  0.391
H -3.89145 1.87616 1.10175  0.310
H -2.89429 0.87090 -0.06862  0.302
H -1.10781 0.46639 1.50851  0.227
H -1.83179 1.62300 2.74082  0.339
H -3.92597 0.14435 2.87215  0.345
H -3.20732 -1.04784 1.72167  0.314
H -1.56772 -0.40001 4.36722  0.359
H -3.19133 -1.13679 4.58291  0.412
H -0.72382 -2.43074 3.32657  0.147
H -2.33427 -2.94719 2.70029  0.326
H -3.16875 -3.58806 4.95593  0.293
H -1.92882 -2.56393 5.77659  0.429
H -1.35419 -4.91106 6.22845  0.284
H -0.03865 -4.10520 5.31457  0.400
H -1.27946 -6.68562 4.71611  0.379
H -2.17241 -5.53398 3.60541  0.360
H -0.42842 -5.77954 2.11186  0.264
H 0.49862 -4.62643 3.25346  0.431
H 0.32643 -8.28774 1.95692  0.290
H 2.60398 -9.64874 2.74079  0.356
H 3.90661 -8.00584 4.53690  0.335
H 2.39857 -5.65592 4.82260  0.300
C 3.53155 6.90930 -8.66651  -0.387
C 3.41932 7.02988 -7.28650  -0.565
C 2.77435 6.04027 -6.55473  0.090
C 2.25066 4.93134 -7.19843  0.075
C 2.36432 4.80506 -8.57720  -0.440
C 3.00192 5.79679 -9.31264  -0.438
H 4.03176 7.68122 -9.23934  0.373
H 3.83489 7.89473 -6.78192  0.361
H 2.67721 6.12515 -5.47893  0.256
H 1.75186 4.16203 -6.61996  0.020
H 1.95498 3.93554 -9.07884  0.361
H 3.08698 5.70359 -10.38866  0.367



# 3
Below is a structure of composition C22H36F5GeMnO5Se, with properties calculated with ωB97M-V/def2-TZVPD.

**⟨S²⟩**: 9.15
**Relative energy (zero: lowest compared OMol25 entry of this formula, charge and spin)**: 205.4 kJ/mol
**Orbital gap (alpha / beta)**: 6.894 / 6.673 eV
**Highest occupied orbital energy (alpha / beta)**: -11.40 / -11.48 eV
**Electronic energy**: -200400.01773 eV
**Net charge**: +1
**Spin multiplicity**: 6
**LUMO energy (alpha / beta)**: -4.5 / -4.8 eV

Each line ends with the Mulliken charge.
Element x y z (Å)
Mn 1.53548 -0.15060 0.30370  0.077
C -1.76015 -1.64857 3.29909  -1.943
C -1.19463 -2.11543 1.96565  1.699
C 0.09000 -2.91286 2.17809  -1.341
C -2.22661 -2.95957 1.22788  -1.626
O -0.89239 -0.99354 1.10494  0.633
Ge -0.78973 0.79548 1.71978  -0.464
O 1.09334 0.40959 2.21435  0.637
C 1.77713 0.83849 3.42115  1.450
C 0.80265 1.58300 4.32357  -1.874
C 2.92411 1.76180 3.03737  -1.562
C 2.29913 -0.40600 4.12349  -1.509
O 0.02240 1.11108 -0.01449  0.341
C -0.09008 2.31627 -0.81125  1.260
C 0.86798 3.35650 -0.24809  -1.629
C -1.52604 2.81568 -0.75613  -1.729
C 0.29327 1.92352 -2.22967  -1.224
H -2.06209 -2.51007 3.89551  0.506
H -1.01410 -1.09824 3.88022  0.364
H -2.63638 -1.01376 3.15771  0.408
H -0.04213 -3.65445 2.96825  0.523
H 0.37603 -3.44682 1.26912  0.133
H 0.90302 -2.25009 2.47363  0.016
H -2.45092 -3.87276 1.78147  0.461
H -3.15304 -2.40200 1.08636  0.322
H -1.84359 -3.25547 0.24702  0.282
H 0.42471 2.48790 3.84469  0.426
H -0.04695 0.95757 4.60389  0.386
H 1.31341 1.87891 5.24051  0.493
H 2.55851 2.61778 2.46827  0.265
H 3.41874 2.13409 3.93539  0.529
H 3.67549 1.24106 2.44383  0.268
H 1.47876 -1.05468 4.43176  0.279
H 2.95875 -0.97432 3.46204  0.280
H 2.87075 -0.13320 5.01162  0.493
H 0.59771 3.60813 0.77960  0.282
H 1.89608 2.98887 -0.25876  0.218
H 0.83169 4.27330 -0.83841  0.519
H -1.78240 3.18920 0.23641  0.417
H -1.66363 3.63437 -1.46410  0.537
H -2.22343 2.01658 -1.01288  0.245
H 1.31105 1.52073 -2.25688  0.232
H -0.38870 1.16425 -2.61872  0.077
H 0.26907 2.79137 -2.88980  0.559
F -4.69418 2.21285 -6.40876  -0.272
C -4.26241 1.55573 -5.35021  0.587
C -3.35043 0.51853 -5.50656  0.108
F -2.91858 0.19692 -6.71981  -0.280
C -2.90517 -0.16086 -4.39277  0.393
F -2.02271 -1.14037 -4.57167  -0.291
C -3.34939 0.15461 -3.10338  -0.252
Se -2.73004 -0.76836 -1.61299  0.010
C -4.26456 1.20744 -2.98442  0.355
F -4.71422 1.56732 -1.78894  -0.345
C -4.71968 1.90440 -4.08570  0.153
F -5.58543 2.90080 -3.94957  -0.270
C 4.68754 -1.28109 -0.39211  -1.375
C 3.49899 -0.47808 -0.02140  1.056
O 3.39614 0.72399 0.00534  -0.449
H 5.59249 -0.78952 -0.03450  0.415
H 4.70953 -1.29471 -1.48544  0.395
H 4.61110 -2.29971 -0.02467  0.337
C 1.85887 -2.33922 -2.76771  -1.269
C 0.75387 -2.65174 -1.79357  -0.190
O 0.67949 -1.61447 -0.79223  0.236
H 1.81639 -3.03305 -3.60702  0.472
H 2.84150 -2.44809 -2.30701  0.208
H 1.74890 -1.32917 -3.16562  0.276
H 0.91833 -3.60543 -1.28873  0.323
H -0.21473 -2.67394 -2.29359  0.291
H -0.18387 -1.59786 -0.29413  -0.338